[1]
17
Properties=species:S:1:pos:R:3 method="wB97M-V/def2-TZVPD" lumo_energy_ev=1.0994 total_charge=0 e_homo_ev=-9.22 gap_ev=10.3
C 0.39768 1.61353 -0.16289
C 1.48603 0.90575 0.13842
C 1.50232 -0.60350 0.22656
O 0.70036 -1.20591 -0.76737
C -0.58210 -1.49666 -0.25191
C -1.28361 -0.27051 0.34913
C -0.97279 1.02153 -0.43202
H 0.48497 2.70148 -0.21483
H 2.42342 1.41191 0.36281
H 1.12188 -0.90874 1.20821
H 2.51782 -0.99477 0.11923
H -0.49631 -2.33175 0.46496
H -1.12318 -1.89980 -1.11211
H -1.01290 -0.09032 1.39937
H -2.36469 -0.45064 0.36807
H -1.08138 0.80664 -1.50117
H -1.71753 1.79176 -0.19447

---

[2]
17
Properties=species:S:1:pos:R:3 method="wB97M-V/def2-TZVPD" lumo_energy_ev=-0.0596 total_charge=0 e_homo_ev=-7.75 gap_ev=7.7
O -1.16702 1.55589 1.10144
C -0.13472 0.72797 0.97441
C 0.70008 0.86061 -0.27027
C 0.60623 -0.34928 -1.21597
C -0.82091 -0.76370 -1.55602
C 1.12199 -1.10722 1.81297
C 0.06573 -0.20188 1.97765
H -1.21675 2.14963 0.33893
H -1.37597 -1.04429 -0.65309
H 1.74215 0.98367 0.03660
H 0.39377 1.77401 -0.80316
H 1.12947 -1.16884 -0.71653
H 1.15596 -0.09993 -2.13191
H -1.37573 0.03644 -2.06185
H -0.81837 -1.63409 -2.21907
H 1.07655 -1.83797 2.64558
H -0.65343 -0.15792 2.80254

---

[3]
17
Properties=species:S:1:pos:R:3 method="wB97M-V/def2-TZVPD" lumo_energy_ev=1.0734 total_charge=0 e_homo_ev=-8.82 gap_ev=9.9
C -1.40698 -0.03080 1.31067
C -0.37028 -0.19493 0.50034
C 0.45938 -1.43008 0.21649
O 1.34215 -1.13811 -0.87225
C 1.05214 0.14855 -1.35447
C -0.37337 0.36364 -1.74015
C 0.16026 0.84084 -0.39148
H -1.87549 0.94919 1.39253
H -1.80610 -0.83706 1.90957
H -0.15150 -2.30155 -0.04159
H 1.05818 -1.65646 1.10480
H 1.86489 0.60893 -1.90431
H -0.97261 -0.54655 -1.77082
H -0.73704 1.16586 -2.35546
H 0.20265 1.90061 -0.15413
H 0.46450 0.93227 2.21509
H 1.08923 1.22566 1.93517

---

[4]
17
Properties=species:S:1:pos:R:3 method="wB97M-V/def2-TZVPD" lumo_energy_ev=1.0218 total_charge=0 e_homo_ev=-9.43 gap_ev=10.5
C -1.86485 -0.68271 -0.26603
C -0.45653 -0.27089 0.17457
O -0.43457 -0.55215 1.57644
C -0.11998 1.21872 -0.07273
C 1.38829 1.23656 0.06382
C 1.88469 0.01727 -0.14785
C 0.77806 -0.97189 -0.45782
H -2.51410 -0.54926 0.60558
H -1.93233 -1.73285 -0.56301
H -2.25372 -0.06365 -1.08002
H 0.06875 0.13741 2.01810
H -0.40699 1.50990 -1.09424
H -0.65537 1.88132 0.61684
H 1.96314 2.12924 0.29862
H 2.93771 -0.24934 -0.10415
H 0.93336 -1.96257 -0.01975
H 0.68444 -1.09511 -1.54836

---

[5]
17
Properties=species:S:1:pos:R:3 method="wB97M-V/def2-TZVPD" lumo_energy_ev=0.2780 total_charge=0 e_homo_ev=-8.62 gap_ev=8.9
C -2.85456 0.05083 -0.24482
C -0.18419 0.65416 -0.92184
C 0.58324 1.44006 -0.17124
C 1.60999 0.66592 0.61900
C 1.44706 -0.77182 0.07231
C 0.07078 -0.79706 -0.62342
O -1.01919 -1.27315 0.20893
H -2.71853 0.56843 0.73623
H -3.38822 -0.87440 0.03114
H -1.03904 0.94429 -1.51862
H 0.47438 2.51819 -0.10002
H 1.42584 0.73471 1.70009
H 2.62193 1.05502 0.45440
H 2.21549 -0.95451 -0.68764
H 1.55962 -1.55423 0.83099
H 0.05457 -1.46417 -1.48962
H -0.85915 -0.94226 1.10414

---

[6]
17
Properties=species:S:1:pos:R:3 method="wB97M-V/def2-TZVPD" lumo_energy_ev=0.9925 total_charge=0 e_homo_ev=-8.20 gap_ev=9.2
C 2.06962 0.32319 -0.04198
C 0.77665 0.13931 -0.26654
C -0.37701 -1.42691 0.43412
C -1.02215 -0.90902 -0.84288
C -1.65484 0.27417 -0.13415
C -0.34470 0.28358 0.66553
O 0.18753 -0.33125 -1.42866
H 2.79240 0.05694 -0.79060
H 2.40365 0.62921 0.94748
H 1.09780 2.16539 -0.00642
H -0.92215 -1.76741 1.29192
H 0.47203 -2.11046 0.20243
H -1.55329 -1.51212 -1.57482
H -2.48946 -0.01942 0.51326
H -1.94743 1.11132 -0.77645
H 0.40079 2.33419 0.22663
H -0.27078 0.72744 1.66268

---

[7]
17
Properties=species:S:1:pos:R:3 method="wB97M-V/def2-TZVPD" lumo_energy_ev=0.7188 total_charge=0 e_homo_ev=-8.74 gap_ev=9.5
C -1.30362 0.62361 -1.29935
C -0.40244 -0.29775 -0.49585
C 1.11270 -0.19907 -0.78741
C 1.76303 -0.65685 0.50735
C 0.85565 -0.51407 1.50111
C -0.49680 -0.08216 1.04331
O -0.73699 1.24646 1.46001
H -1.07591 1.67295 -1.08755
H -1.17455 0.45458 -2.37333
H -2.35841 0.46001 -1.05285
H -0.68850 -1.34198 -0.69684
H 1.39834 0.84604 -0.99314
H 1.42669 -0.76717 -1.66700
H 1.74455 -1.70988 0.87813
H 1.10357 -0.78101 2.52689
H -1.29388 -0.69618 1.48127
H 0.02910 1.75321 1.15784

---

[8]
17
Properties=species:S:1:pos:R:3 method="wB97M-V/def2-TZVPD" lumo_energy_ev="-1.2008 / -1.1309" total_charge=0 e_homo_ev="-9.30 / -9.38" gap_ev="8.1 / 8.3"
O -0.16619 -0.33833 2.44288
C -0.90543 -0.56326 1.51525
C -0.51716 -1.33651 0.27477
C 0.92320 -1.05746 -0.18711
C 1.00876 -0.01661 -1.26799
C -1.54998 1.62303 0.35374
C 1.72958 1.09877 -1.21145
H -1.99462 -0.30255 1.58728
H -0.63065 -2.39685 0.54297
H -1.24318 -1.12719 -0.51756
H 1.36031 -1.98928 -0.56861
H 1.51798 -0.75670 0.68251
H 0.43827 -0.23210 -2.17434
H -2.49460 1.80371 -0.20775
H -1.55259 2.43958 1.10913
H 1.76865 1.79361 -2.04683
H 2.30763 1.35812 -0.32690

---

[9]
17
Properties=species:S:1:pos:R:3 method="wB97M-V/def2-TZVPD" lumo_energy_ev=0.9293 total_charge=0 e_homo_ev=-9.04 gap_ev=10.0
C -1.28154 -1.10758 1.46415
C -0.54128 -0.28209 0.46547
C -0.73769 1.01112 0.22209
C 0.35110 1.60145 -0.64623
C 0.77656 0.34480 -1.42245
C 0.54095 -0.82649 -0.43485
O 1.70066 -1.26224 0.25475
H -0.55722 -1.59379 2.12831
H -1.88091 -1.89511 0.99585
H -1.93413 -0.48057 2.08229
H -1.69677 1.44239 0.45991
H 1.18046 1.98755 -0.03039
H 0.02966 2.43583 -1.27447
H 0.08991 0.24723 -2.27144
H 1.79934 0.34507 -1.80724
H 0.16137 -1.71502 -0.95313
H 2.01507 -0.49888 0.75611

---

[10]
17
Properties=species:S:1:pos:R:3 method="wB97M-V/def2-TZVPD" lumo_energy_ev=0.9220 total_charge=0 e_homo_ev=-9.33 gap_ev=10.3
C 1.93618 1.97961 0.27243
C 1.77105 0.79514 -0.31217
C 0.14443 0.14846 -0.55080
O -0.20552 -0.01703 -1.91819
C -1.01321 0.61048 0.26048
C -0.31253 -0.75587 0.53744
C -0.93194 -2.16436 0.18663
H 2.97558 2.46843 0.43819
H 1.07850 2.51671 0.62959
H 2.46279 0.07863 -0.81626
H -0.38552 0.91332 -2.33228
H -2.02216 0.78965 -0.06332
H -0.81084 1.27721 1.02569
H 0.24576 -0.79587 1.41617
H -1.53900 -2.13456 -0.73187
H -1.49522 -2.52063 1.21309
H -0.11381 -2.93243 -0.00105

---

In order of appearance, E_tot = -8430.538, -8428.041, -8428.132, -8431.016, -8426.498, -8427.033, -8428.715, -8425.780, -8430.885, -8428.173 eV.
In order of appearance, ΔE to the lowest compared entry with this formula, charge and spin = 16.2, 73.8, 71.7, 5.2, 109.4, 97.0, 58.2, 125.9, 8.2, 70.7 kcal per mole.